Formula: C32H45F14NO10PSi
Source: the OMol25 dataset
Level of theory: ωB97M-V with the def2-TZVPD basis set

XYZ file:
```
104
Properties=species:S:1:pos:R:3:forces:R:3
C 4.4067 -4.3185 2.3573 0.8275 6.0251 -7.8154
C 4.4322 -3.4643 1.2133 1.1868 -5.1901 8.0887
C 4.9347 -2.3850 0.0754 -0.8382 -1.0647 -0.5083
C 4.1793 -0.9313 0.1260 0.7235 0.1226 -0.4872
C 3.8081 -0.3900 1.6281 2.4489 1.0898 -0.9222
N 2.2724 -0.2702 1.7261 0.3936 -4.0345 2.7113
P 1.8732 1.3709 1.1589 0.4197 5.0563 -2.7575
O 0.6651 1.1668 -0.0784 1.5411 -1.6111 1.7900
O 1.3641 2.4329 2.4405 -2.4309 -2.5421 -2.8386
C 1.8280 -0.5960 3.1332 -1.2131 -1.0775 4.4405
F 2.1616 -2.0145 3.5331 -0.4376 4.2204 -1.8069
F 2.5872 0.2614 4.1038 -1.7775 -2.4934 -3.3414
C 0.2269 -0.4125 3.4250 -0.0756 -0.2749 0.8653
C -0.7583 -0.7107 2.1513 0.4022 1.9083 -0.1879
Si -2.3413 -1.7447 2.5807 -0.8718 -1.2898 -1.1786
C -1.8073 -3.6216 2.3554 0.4837 0.1939 -0.1760
C -3.0854 -1.3843 4.3193 -0.4706 -0.4899 1.3229
C -3.5959 -1.4009 1.1088 -2.2756 1.7248 -2.8795
C -3.8163 0.2217 0.7707 -2.2450 -2.2116 -2.7876
C -4.7941 0.7140 -0.4623 1.0974 -4.8597 1.3039
C -5.5252 -0.4881 -1.3431 1.9559 -1.0116 2.7157
C -5.3356 -2.1011 -0.9911 2.2248 2.4603 2.2878
C -4.3511 -2.5732 0.2468 -0.3766 4.6610 -0.8760
H 4.4905 -5.0450 3.3006 -0.5476 1.9850 -2.7794
H 6.0946 -2.2193 0.0530 -2.2864 -0.6141 0.5727
H 4.6575 -2.8698 -0.9784 0.6558 1.0314 2.3603
H 3.2555 -0.9923 -0.6145 1.6216 0.2548 1.7307
H 4.9199 -0.1415 -0.3745 -1.7327 -1.7710 1.0703
H 4.2773 -0.9998 2.5098 -1.3662 0.8052 -1.8110
H 4.2437 0.7174 1.6993 -1.1559 -2.4413 0.0254
H 1.9119 -1.0513 1.1003 0.0386 1.0183 0.9558
H 0.9191 0.3599 -0.6520 -0.6121 1.7895 1.0717
H 0.3990 2.6708 2.2111 1.6201 -0.2049 0.8227
H -0.0355 -1.1604 4.3177 0.9481 1.5562 -1.9739
H 0.0284 0.6730 3.8746 0.7158 -2.3747 -1.1702
H -1.1622 0.3506 1.7835 1.0346 -2.3432 0.4562
H -0.2541 -1.2409 1.2385 -0.8280 0.9351 1.6698
H -2.4993 -4.3500 2.9617 1.5573 1.3318 -1.3642
H -1.8287 -3.8075 1.1848 -0.0241 0.0842 2.5255
H -0.6919 -3.7049 2.7012 -2.0219 -0.1325 -0.4860
H -2.6742 -0.3846 4.7899 -1.0594 -1.9849 -0.8089
H -4.2786 -1.4092 4.2902 2.6917 0.3406 -0.0119
H -2.7898 -2.3008 5.0253 -0.4857 2.0894 -1.3685
H -3.2615 1.0745 1.3932 -1.3472 -2.1634 -1.3945
H -4.9030 1.8573 -0.6906 0.1002 -2.5791 0.2894
H -6.2169 -0.1933 -2.2520 1.5910 -0.6905 2.1217
H -5.8502 -2.9622 -1.6223 1.0997 2.2748 1.3734
H -4.1347 -3.6972 0.5432 -0.7255 2.8830 -0.9215
C -1.0306 2.7230 -3.3824 -0.5162 -0.1341 0.1777
C -1.5406 4.1520 -3.3767 0.6235 -0.2015 0.4156
O -2.6553 4.2942 -4.2704 -2.0341 -0.2170 0.2426
C -3.8739 3.8945 -3.7839 2.0874 -0.4494 2.2824
O -4.0433 3.4318 -2.6598 -0.1286 0.9980 -2.6075
C -4.9732 4.1481 -4.8149 -2.0589 0.2936 -1.9091
F -4.6213 3.7486 -6.0713 0.1000 0.2103 1.3226
F -5.2890 5.4717 -4.9127 0.6313 -1.0505 0.4677
F -6.1365 3.4999 -4.5251 1.4505 0.4738 0.1855
H -0.7925 2.4036 -4.4022 0.0592 0.1682 0.1594
H -0.1335 2.6295 -2.7634 -0.8935 0.3149 -0.0208
H -1.7876 2.0309 -3.0014 0.0127 0.1482 0.0579
H -0.7538 4.8233 -3.7399 -0.4152 -0.0357 -0.1721
H -1.8053 4.4841 -2.3663 -0.1816 -0.1192 -0.2278
C 2.5663 8.5812 2.7209 -0.2510 0.1247 -0.2523
C 3.1406 7.1786 2.6479 0.5401 0.6986 0.5258
O 2.2328 6.2955 1.9716 -0.4143 -0.7083 -2.0511
C 2.2569 6.3389 0.6008 2.4107 2.3228 1.0195
O 2.9912 7.0786 -0.0473 -2.0390 -2.0932 1.0356
C 1.2838 5.3170 0.0140 -1.8105 -0.9963 -1.2798
F 0.0689 5.3272 0.6352 1.1564 0.1574 -0.2524
F 1.7537 4.0407 0.1218 0.0686 0.9977 0.0037
F 1.0320 5.5190 -1.3101 0.6049 0.0726 1.4510
H 1.5740 8.5669 3.1835 0.2026 -0.0391 0.0717
H 3.2193 9.2373 3.3037 -0.0718 -0.1478 -0.0698
H 2.4450 9.0119 1.7224 0.1521 -0.0526 0.1296
H 3.2730 6.7837 3.6619 -0.2541 -0.1970 -0.3391
H 4.1259 7.1684 2.1678 -0.3122 -0.0552 -0.1339
C -2.2867 -9.5194 3.0553 0.2698 0.2132 -0.1486
C -3.7411 -9.4175 2.6348 0.2441 -0.8222 0.3770
O -4.0370 -8.0971 2.1551 0.0781 1.0363 -1.8377
C -3.6798 -7.8319 0.8576 0.9196 -3.2354 0.5070
O -3.1324 -8.6451 0.1190 -1.3109 2.4035 1.3406
C -4.0975 -6.4155 0.4643 -0.7468 2.0115 -0.9840
F -3.7874 -5.4895 1.4174 -0.1624 -1.2726 -0.4481
F -5.4430 -6.3151 0.2621 1.1651 -0.4906 0.2926
F -3.5070 -5.9848 -0.6861 -0.3501 -0.8343 1.1725
H -2.0430 -8.7436 3.7885 -0.1300 -0.1680 0.0124
H -2.0781 -10.4995 3.4941 -0.0869 0.1368 -0.0594
H -1.6168 -9.3723 2.2028 -0.1358 -0.1390 0.0582
H -4.3866 -9.5930 3.5032 -0.0001 0.3767 -0.2771
H -3.9999 -10.1729 1.8840 0.0997 0.3277 -0.0282
C 6.2232 1.4262 -5.6886 -0.1362 -0.3488 -0.0541
C 5.4543 2.4693 -4.8992 1.0227 0.1989 -0.1541
O 4.0513 2.1644 -4.8916 -1.4648 -1.3730 1.4532
C 3.6427 1.2243 -3.9802 3.2247 0.6435 0.0314
O 4.4000 0.6499 -3.2037 -2.1499 0.8916 -1.2910
C 2.1275 1.0361 -4.0454 -2.3581 -0.3032 -0.7756
F 1.6624 0.9349 -5.3243 0.8703 0.1229 1.2456
F 1.4562 2.0804 -3.4797 2.0878 -1.0402 -0.5107
F 1.7006 -0.0853 -3.3991 0.8117 0.8450 -0.2280
H 5.8112 1.3271 -6.6982 0.1104 0.1577 0.1168
H 7.2802 1.6979 -5.7624 -0.1774 0.0175 0.0267
H 6.1512 0.4410 -5.2180 0.0860 0.1687 0.0294
H 5.5649 3.4480 -5.3804 -0.4120 -0.2290 0.1016
H 5.8379 2.5685 -3.8772 -0.2623 -0.1700 -0.1195
```
Positions in Å, forces in eV/Å.

Results
LUMO level: -2.95 eV
net charge: +1

Löwdin atomic charge list, values in e, 99 entries:
1. C 0.07
2. C -0.10
3. C -0.20
4. C -0.18
5. C -0.17
6. N -0.19
7. P 1.04
8. O -0.29
9. O -0.25
10. C -0.29
11. F -0.01
12. F 0.01
13. C -0.13
14. C -0.27
15. Si 0.54
16. C -0.22
17. C -0.22
18. C -0.22
19. C -0.08
20. C -0.05
21. C -0.05
22. C -0.05
23. C -0.04
24. H 0.08
25. H 0.13
26. H 0.13
27. H 0.12
28. H 0.14
29. H 0.15
30. H 0.13
31. H 0.16
32. H 0.09
33. H 0.10
34. H 0.14
35. H 0.14
36. H 0.07
37. H 0.09
38. H 0.05
39. H 0.05
40. H 0.04
41. H 0.05
42. H 0.07
43. H 0.06
44. H 0.08
45. H 0.07
46. H 0.09
47. H 0.09
48. H 0.06
49. C -0.06
50. C -0.20
51. O 0.02
52. C -0.32
53. O 0.13
54. C -0.47
55. F 0.14
56. F 0.15
57. F 0.14
58. H 0.09
59. H 0.06
60. H 0.09
61. H 0.13
62. H 0.12
63. C -0.06
64. C -0.21
65. O 0.00
66. C -0.32
67. O 0.15
68. C -0.46
69. F 0.14
70. F 0.08
71. F 0.15
72. H 0.09
73. H 0.09
74. H 0.08
75. H 0.13
76. H 0.13
77. C -0.06
78. C -0.21
79. O 0.01
80. C -0.32
81. O 0.15
82. C -0.46
83. F 0.08
84. F 0.15
85. F 0.14
86. H 0.08
87. H 0.09
88. H 0.08
89. H 0.13
90. H 0.13
91. C -0.06
92. C -0.21
93. O 0.02
94. C -0.32
95. O 0.12
96. C -0.46
97. F 0.16
98. F 0.09
99. F 0.13

=====

Formula: C32H45F21O16
Source: the OMol25 dataset
Level of theory: ωB97M-V with the def2-TZVPD basis set

XYZ file:
```
114
Properties=species:S:1:pos:R:3:forces:R:3
C -1.0034 -3.8030 -3.1606 1.9360 1.2915 -0.1691
O -2.2746 -4.3635 -3.2235 -0.1700 0.4273 -0.0095
C -3.2319 -3.4270 -3.7002 -0.1611 -0.4996 -0.1137
C -4.6551 -3.7489 -3.2622 0.4454 0.9899 -0.2749
O -4.7989 -3.5222 -1.8804 -0.1143 -0.6086 -0.0361
C -6.1427 -3.4482 -1.4196 0.6093 0.6035 -0.0924
H -0.3928 -3.7302 -4.0743 -0.5931 -0.8709 -0.5743
H -0.3210 -4.2535 -2.4404 -0.5413 -0.5558 0.1896
H -0.9515 -2.7273 -2.9284 -0.8246 -0.0069 0.5818
H -3.2482 -3.3823 -4.7951 0.1698 -0.2491 -0.1497
H -2.9407 -2.4208 -3.3875 -0.2256 0.0485 0.3343
H -4.9981 -4.7328 -3.5895 0.1925 -0.2591 0.2387
H -5.2355 -3.0201 -3.8453 -0.3490 0.0575 0.1321
H -6.8322 -4.1476 -1.8952 0.1798 -0.2230 -0.0593
H -6.4946 -2.4287 -1.6020 -0.2955 -0.0029 0.0343
H -6.0952 -3.6166 -0.3468 -0.1833 -0.0658 0.0194
C -1.7579 0.9152 -3.2592 -1.1879 -0.6040 -0.7630
C -2.1491 1.7943 -4.4533 0.2602 -1.1510 0.9617
O -2.0578 0.9280 -5.6045 1.1351 0.0353 -0.0439
C -2.8545 1.1261 -6.6204 -1.3727 -0.3471 0.2514
O -3.7722 1.8954 -6.6726 0.2714 0.2456 -0.2686
C -2.6003 0.0790 -7.7368 0.2650 1.3179 0.4930
F -1.5744 0.5423 -8.4727 0.1420 -0.4315 -0.1884
F -2.3016 -1.1077 -7.2316 0.1504 -0.3634 -0.1496
F -3.6642 -0.0145 -8.5063 -0.2480 -0.2838 -0.3255
H -2.0076 1.4556 -2.3498 0.5559 -0.1036 0.1996
H -0.7791 0.4452 -3.3307 0.3564 0.7265 0.2363
H -2.4184 0.0417 -3.2957 -0.2299 0.1177 0.1579
H -1.4419 2.6164 -4.5266 -0.3083 0.2282 -0.4599
H -3.1926 2.0757 -4.3414 0.1361 0.5183 -0.1036
C 8.1306 -0.7340 -2.2314 1.0887 0.9639 0.0843
C 8.3006 0.7544 -1.8088 1.2384 -2.5247 -0.1311
O 7.3667 1.2188 -0.8595 -1.0445 1.5798 -0.5142
C 7.4001 0.8440 0.4011 0.4307 -0.9074 -0.0741
O 8.0382 -0.0749 0.8193 0.2735 -0.0133 0.5667
C 6.4468 1.6759 1.3036 -0.7341 0.6300 -1.0857
F 5.9428 2.6834 0.5607 0.2685 0.0984 0.4776
F 5.4121 0.9509 1.7053 0.0981 -0.4541 0.1558
F 7.0427 2.1685 2.3813 0.3497 0.0076 -0.1507
H 9.0331 -0.9146 -2.8261 -0.2946 0.0539 -0.5146
H 7.2451 -0.7731 -2.8586 -0.0934 -0.6768 0.1692
H 8.2619 -1.4890 -1.4602 -0.8188 0.2273 0.3108
H 8.2520 1.2441 -2.7776 -0.6053 0.9786 0.5300
H 9.3112 0.8890 -1.4210 -0.0510 0.1325 0.1942
C -0.3543 -7.8030 4.3022 0.3895 0.0329 -1.7896
C -0.7060 -6.4107 4.8416 0.3688 -1.4850 0.2613
O 0.3904 -5.4785 4.8782 0.0183 0.3218 0.3294
C 0.9843 -5.2029 3.7331 0.4046 -0.6387 0.0155
O 0.8094 -5.7554 2.6909 -0.2094 0.1199 -0.5105
C 2.0249 -4.0716 3.8605 -0.6843 0.6890 -0.2165
F 1.5602 -3.0245 3.1370 -0.0033 -0.0818 0.1923
F 2.1408 -3.6783 5.1237 0.4386 0.0994 0.0347
F 3.2079 -4.3810 3.3514 0.0104 -0.3335 0.2892
H 0.6955 -8.1039 4.2819 0.1340 0.4285 0.8047
H -0.5243 -7.7826 3.2223 -0.4202 -0.2751 0.0990
H -0.9132 -8.6251 4.7428 -0.2182 0.2715 0.2031
H -0.9879 -6.5971 5.8744 -0.1269 0.8289 0.0969
H -1.5058 -5.9715 4.2518 -0.1179 0.0611 0.1516
C 3.2233 6.9485 -0.7430 -1.6515 0.3557 -0.7659
C 3.2332 5.4403 -0.7294 1.9217 -0.1926 1.0737
O 1.9120 4.9037 -0.8139 -0.7755 0.2923 -0.2015
C 1.7911 3.6623 -1.2641 1.2150 -0.0630 -0.0723
O 2.6832 3.0172 -1.7364 -0.5369 -0.1520 0.0853
C 0.3292 3.1601 -1.1825 1.7127 1.2417 -0.1236
F -0.2871 3.7543 -0.1463 -0.5422 -0.5285 -0.6576
F -0.2021 3.5594 -2.3583 -0.8179 -0.3400 0.4253
F 0.2912 1.8526 -1.0669 -0.6410 0.0446 -0.0996
H 2.4231 7.3523 -0.1175 0.1580 -0.1221 0.2785
H 2.9157 7.2353 -1.7542 0.2024 0.2269 -0.0042
H 4.1383 7.4836 -0.5097 0.2808 -0.5364 0.1023
H 3.6500 5.0270 0.1949 -0.0606 0.1717 0.1031
H 3.9225 5.0748 -1.4901 -0.5430 -0.2227 -0.3723
C -7.5752 0.7388 3.7381 -0.3400 0.3266 0.1016
C -7.2700 1.3812 2.3800 -0.6715 -0.6609 0.5648
O -5.9023 1.7630 2.2528 0.4527 1.8634 0.2529
C -4.9404 0.8898 2.0500 -1.2922 -0.6848 1.0253
O -5.1306 -0.2679 1.8336 0.5677 -0.4889 -0.4071
C -3.5329 1.4719 2.3070 -0.0959 -0.1672 -1.3738
F -2.8831 0.7150 3.1962 -0.2870 0.7816 0.1574
F -2.8471 1.3693 1.1456 0.0321 0.2664 0.2188
F -3.5838 2.7667 2.6366 0.4473 -0.6438 0.4175
H -8.6142 0.4020 3.7166 0.1689 -0.5047 -0.1634
H -7.6255 1.5031 4.5175 0.4276 0.1767 -0.1324
H -6.8926 -0.0291 4.0932 -0.0983 -0.2377 -0.3671
H -7.9059 2.2647 2.4069 0.6364 0.4612 -0.5204
H -7.5637 0.8154 1.4981 0.0839 -0.4158 0.2049
C -0.2215 4.5100 2.8816 -0.2507 -1.2532 0.3795
C 1.0872 3.9348 2.4429 0.9927 -0.0192 -0.5030
O 1.9386 3.6777 3.5908 -0.4627 0.7137 1.3245
C 3.2364 3.5940 3.4241 -0.2601 -1.4184 -1.6722
O 3.7669 3.5062 2.3464 0.3227 0.6931 0.2602
C 4.0645 3.3066 4.6884 -0.3516 -0.8829 -0.0468
F 4.9549 4.2826 4.8494 -0.0285 -0.1418 0.3958
F 3.3065 3.1409 5.7791 0.2741 0.5897 -0.0439
F 4.7098 2.1310 4.5119 -0.0402 0.7505 -0.0236
H -0.0515 5.5103 3.2688 -0.5104 0.1276 -0.1784
H -0.6915 3.8713 3.6345 0.2486 0.1926 0.3146
H -0.9103 4.3874 2.0448 0.0664 0.8527 -0.0823
H 1.5867 4.6653 1.8033 0.1688 -0.1821 -0.0281
H 1.0305 2.9967 1.8922 -0.2183 -0.0044 0.0575
C -1.8944 -1.6894 0.0554 -0.6132 -0.1240 -0.7105
C -0.6250 -2.3972 0.4659 -0.4258 0.0894 0.2796
O 0.3780 -1.3739 0.5790 0.5017 0.9469 0.3898
C 1.4927 -1.4318 -0.1312 -0.9617 -1.2710 0.3943
O 1.7732 -2.3483 -0.8477 0.6963 0.2928 -0.3534
C 2.3795 -0.1893 0.0774 -0.5340 0.1103 -0.6946
F 3.5050 -0.4719 0.7124 0.0714 -0.1946 -0.2094
F 2.6362 0.2825 -1.1573 0.3592 -0.0609 0.5522
F 1.7454 0.7643 0.7676 0.1730 0.0377 0.1343
H -1.7546 -1.1545 -0.8883 0.2266 0.1198 0.0841
H -2.2616 -0.9828 0.7948 0.2494 -0.0017 0.1234
H -2.7234 -2.3660 -0.1669 0.1712 -0.3105 0.2213
H -0.3105 -3.1844 -0.2136 0.0410 0.1203 -0.0844
H -0.7216 -2.8046 1.4722 0.0503 -0.1358 -0.0594
```
Positions in Å, forces in eV/Å.

Results
structure (SMILES): CCOC(=O)C(F)(F)F.CCOC(=O)C(F)(F)F.CCOC(=O)C(F)(F)F.CCOC(=O)C(F)(F)F.CCOC(=O)C(F)(F)F.CCOC(=O)C(F)(F)F.CCOC(=O)C(F)(F)F.COCCOC
energy relative to the best compared isomer or geometry (same formula, charge and spin): 30.4 kcal/mol
LUMO level: 0.38 eV

Löwdin atomic charge list, values in e, 99 entries:
1. C -0.14
2. O -0.14
3. C -0.20
4. C -0.21
5. O -0.19
6. C -0.10
7. H 0.09
8. H 0.09
9. H 0.07
10. H 0.13
11. H 0.10
12. H 0.13
13. H 0.12
14. H 0.09
15. H 0.09
16. H 0.09
17. C -0.07
18. C -0.16
19. O 0.03
20. C -0.41
21. O 0.16
22. C -0.57
23. F 0.16
24. F 0.18
25. F 0.19
26. H 0.07
27. H 0.09
28. H 0.07
29. H 0.12
30. H 0.13
31. C -0.06
32. C -0.20
33. O 0.04
34. C -0.38
35. O 0.17
36. C -0.54
37. F 0.14
38. F 0.17
39. F 0.18
40. H 0.08
41. H 0.08
42. H 0.07
43. H 0.12
44. H 0.13
45. C -0.07
46. C -0.17
47. O 0.04
48. C -0.41
49. O 0.17
50. C -0.54
51. F 0.14
52. F 0.18
53. F 0.19
54. H 0.09
55. H 0.07
56. H 0.08
57. H 0.12
58. H 0.13
59. C -0.06
60. C -0.21
61. O 0.03
62. C -0.39
63. O 0.17
64. C -0.53
65. F 0.16
66. F 0.16
67. F 0.18
68. H 0.08
69. H 0.08
70. H 0.08
71. H 0.12
72. H 0.13
73. C -0.06
74. C -0.19
75. O 0.03
76. C -0.40
77. O 0.17
78. C -0.52
79. F 0.18
80. F 0.14
81. F 0.17
82. H 0.08
83. H 0.08
84. H 0.08
85. H 0.12
86. H 0.13
87. C -0.05
88. C -0.20
89. O 0.05
90. C -0.39
91. O 0.15
92. C -0.53
93. F 0.18
94. F 0.17
95. F 0.15
96. H 0.09
97. H 0.08
98. H 0.07
99. H 0.12